[1]
Here is one molecule with the formula C5H7NO from OMol25. Energies are from the ωB97M-V functional and the def2-TZVPD basis.

Each line ends with the Mulliken charge.
Atoms and positions in Å:
C1 1.336300 0.632350 0.896431  -1.3849
C2 -0.059241 0.246517 0.528084  0.4186
C3 -1.133693 0.154883 1.292023  -0.4941
O1 -2.252885 -0.328363 0.567475  -0.1351
C4 -1.955388 -0.640385 -0.676921  -0.7688
C5 -0.521876 -0.155742 -0.846766  0.9016
N1 0.354096 -1.096091 -1.522258  -0.7211
H1 1.365639 1.245970 1.800808  0.3871
H2 1.857232 1.185413 0.105092  0.3253
H3 1.898599 -0.287538 1.078597  0.2954
H4 -1.311261 0.310486 2.344337  0.4540
H5 -0.729549 0.778777 -1.413044  0.2165
H6 1.227667 -0.639702 -1.765483  0.2351
H7 -0.075641 -1.406574 -2.388374  0.2704

Cartesian forces (eV/Å) of the 2 atoms listed first:
0.0 -0.1 0.1
-0.3 0.2 0.0

* electronic energy: -8832.7385 eV
* ΔE to the lowest compared entry with this formula, charge and spin: 3.464 eV



[2]
Here is one molecule with the formula C5H8O from OMol25. Energies are from the ωB97M-V functional and the def2-TZVPD basis.

Each line ends with the Mulliken charge.
Atoms and positions in Å:
C1 2.237234 0.687941 -0.255960  -0.7305
O1 1.654317 -0.605359 -0.478880  -0.3167
C2 0.394820 -0.861396 -0.248066  -0.0899
C3 -1.970548 -0.717050 0.469141  -1.2699
C4 -0.679209 -0.031974 0.043047  0.7681
C5 -0.525340 1.343696 -0.211250  -0.8515
H1 1.935838 1.379602 -1.041502  0.3555
H2 3.312557 0.501062 -0.252734  0.2097
H3 1.888933 1.093814 0.695053  0.3740
H4 0.233052 -1.938438 -0.341534  0.3501
H5 -2.714888 -0.720023 -0.334874  0.2852
H6 -1.817355 -1.753973 0.794319  0.3713
H7 -2.410257 -0.174857 1.313091  0.3341
H8 -1.539159 1.796954 -0.149848  0.2106

Cartesian forces (eV/Å) of the 2 atoms listed first:
0.1 0.2 0.0
-0.3 -0.1 0.1

* electronic energy: -7357.7907 eV
* ΔE to the lowest compared entry with this formula, charge and spin: 4.465 eV



[3]
Here is C23H10Cl10N3O2OsS as an isolated structure from OMol25. Energies are from the ωB97M-V functional and the def2-TZVPD basis.

Each line ends with the Mulliken charge.
Atoms and positions in Å:
Os1 0.193332 0.177657 0.966190  1.3299
Cl1 0.406758 1.633291 4.058986  -0.1336
C1 0.368137 -0.083966 4.035540  0.7147
C2 0.328234 -0.719329 2.790646  -1.5863
C3 0.254051 -2.112610 2.803518  0.8692
Cl2 0.094961 -2.873183 1.248664  -0.0837
C4 0.264579 -2.864143 3.964336  -0.1938
Cl3 0.182260 -4.573221 3.904141  -0.1610
C5 0.326430 -2.195210 5.192649  0.5349
Cl4 0.346637 -3.089570 6.645003  -0.1408
C6 0.360066 -0.796551 5.229750  -0.0472
Cl5 0.376396 0.023368 6.730012  -0.1537
Cl6 3.186270 -1.429929 1.014781  -0.1572
C7 3.276484 0.290780 1.073481  0.9177
C8 2.077461 0.994985 1.076197  -1.7033
C9 2.163067 2.385857 1.072087  1.2770
Cl7 0.675204 3.261810 0.955483  -0.1832
C10 3.371380 3.063651 1.114832  -0.2036
Cl8 3.408005 4.774621 1.138262  -0.1652
C11 4.557081 2.324625 1.127805  0.6244
Cl9 6.061578 3.130373 1.166909  -0.1550
C12 4.512204 0.928324 1.088853  -0.1236
Cl10 5.957844 0.016475 1.053070  -0.1611
O1 -0.662792 -0.691280 -7.909518  -0.4462
C13 0.372326 -0.158711 -7.240359  0.5240
O2 1.352494 0.219141 -7.807494  -0.4996
C14 0.232328 -0.065677 -5.745803  0.4061
C15 -0.984937 0.245545 -5.141504  -0.7906
C16 -1.056373 0.397321 -3.770609  -0.7226
C17 0.095818 0.228256 -2.996779  0.4582
S1 -0.040971 0.591816 -1.300788  0.0194
C18 1.315342 -0.095724 -3.594002  -0.4719
C19 1.374162 -0.230179 -4.966180  -0.7583
H1 -1.358942 -1.009252 -7.326060  0.3265
H2 -1.874492 0.420603 -5.734211  0.4074
H3 -1.987596 0.661892 -3.288811  0.4580
H4 2.200466 -0.227139 -2.986820  0.5053
H5 2.311386 -0.450270 -5.459599  0.4421
N1 -4.872941 -1.889656 1.731101  -0.3807
C20 -4.117515 -0.812238 1.460828  0.4433
C21 -2.706122 -0.884428 1.443663  -0.0515
N2 -1.979104 0.192683 1.190086  0.0274
C22 -2.601047 1.361066 0.965097  -0.1491
C23 -3.984318 1.405486 0.954745  -0.4874
N3 -4.731531 0.339891 1.187708  -0.6068
H6 -4.468129 -2.775396 1.970308  0.1963
H7 -5.872545 -1.785253 1.760275  0.2508
H8 -2.200517 -1.823255 1.623559  0.1925
H9 -1.995638 2.237782 0.790430  0.3899
H10 -4.507233 2.328872 0.739542  0.4022

Cartesian forces (eV/Å) of the 2 atoms listed first:
0.4 -0.4 -0.7
0.0 0.1 0.0

* 2S+1: 5
* net charge: +1
* electronic energy: -171097.3780 eV
* ⟨S²⟩: 6.05



[4]
Here is a 5-piece molecular cluster, C30H31N6O8S2 overall from OMol25. Energies are from the ωB97M-V functional and the def2-TZVPD basis.

Each line ends with the Mulliken charge.
Atoms and positions in Å:
S1 4.487611 1.489494 -3.811682  -0.3432
C1 3.214809 1.847355 -4.664881  0.4738
N1 2.325612 2.087250 -5.429126  -0.4747
C2 1.314770 0.980498 -5.446821  0.4226
C3 1.595143 0.100902 -6.714087  -0.7496
C4 0.499886 -1.031768 -6.763970  -0.6396
C5 -0.790501 -0.729309 -5.941973  -0.2450
N2 -1.188731 0.707971 -5.926007  0.0051
C6 -0.062851 1.668079 -5.643702  -0.6717
S2 -0.501704 2.782065 -4.242685  -0.1470
H1 1.402229 0.421253 -4.498382  0.4534
H2 2.611399 -0.309618 -6.588983  0.3273
H3 1.498777 0.695815 -7.643401  0.3002
H4 0.218512 -1.343788 -7.784922  0.3444
H5 0.958704 -1.929923 -6.302141  0.3309
H6 -1.613893 -1.268311 -6.453443  0.4948
H7 -0.775936 -1.151188 -4.922217  -0.0974
H8 -1.861704 0.813116 -5.154556  0.4543
H9 -1.668656 0.986962 -6.787165  0.4158
H10 0.009800 2.344797 -6.516384  0.3151
H11 -0.839650 1.968582 -3.200692  0.0875
C7 0.937579 -1.113860 0.826653  -0.5652
C8 0.766484 -2.441738 0.456990  -0.4618
C9 0.004556 -2.760191 -0.656042  -0.4006
C10 -0.576608 -1.738194 -1.392576  -0.0918
C11 -0.418237 -0.408008 -1.027138  0.2040
C12 0.341970 -0.098233 0.088034  -0.6528
N3 -1.360637 -2.070829 -2.582935  1.0470
O1 -1.497209 -3.237292 -2.867071  -0.5866
O2 -1.837523 -1.144074 -3.241820  -0.6894
H12 1.536499 -0.868705 1.693964  0.4319
H13 1.229823 -3.228935 1.036631  0.4436
H14 -0.124328 -3.796442 -0.937265  0.5189
H15 -0.876769 0.387258 -1.597754  0.2651
H16 0.474495 0.935026 0.382677  0.5092
C13 -4.738760 0.039421 2.585410  -0.4563
C14 -3.680073 -0.562787 1.917577  -0.8149
C15 -2.423715 -0.602544 2.501468  0.2978
C16 -2.242033 -0.040140 3.755440  -0.1606
C17 -3.289092 0.569671 4.428129  -0.4789
C18 -4.542595 0.608584 3.837013  -0.4731
N4 -0.919573 -0.102027 4.389584  1.0212
O3 -0.014193 -0.629331 3.765510  -0.5233
O4 -0.802469 0.370404 5.503069  -0.6279
H17 -5.721122 0.064065 2.129307  0.3995
H18 -3.836099 -1.005054 0.941622  0.4432
H19 -1.606308 -1.073813 1.975411  0.5019
H20 -3.144241 1.011781 5.404340  0.4782
H21 -5.368780 1.079368 4.353695  0.3968
C19 3.599218 4.260342 -1.660760  0.5566
C20 2.632514 5.197037 -1.317754  -0.6154
C21 2.897159 6.140131 -0.336355  -0.3177
C22 4.133124 6.136261 0.288964  -0.1323
C23 5.102336 5.202706 -0.039565  -0.3450
C24 4.830456 4.260326 -1.020046  -0.3261
N5 4.425601 7.149813 1.312209  1.0054
O5 3.544820 7.941696 1.588998  -0.5950
O6 5.531018 7.137762 1.817839  -0.5916
H22 3.392724 3.527882 -2.431254  -0.3243
H23 1.672338 5.193970 -1.818505  0.3931
H24 2.140761 6.866864 -0.073688  0.4565
H25 6.064558 5.199541 0.453816  0.4557
H26 5.581087 3.527174 -1.287544  0.3390
C25 -1.215131 -5.234124 8.034526  -0.3992
C26 -2.122213 -6.000075 7.313215  -0.4295
C27 -2.421831 -5.668485 6.001256  -0.5039
C28 -1.803145 -4.571050 5.423344  0.1082
C29 -0.901574 -3.794723 6.135464  -0.0404
C30 -0.608913 -4.130625 7.447885  -0.6079
N6 -2.098376 -4.230350 4.027775  1.0218
O7 -2.907041 -4.916109 3.432582  -0.6214
O8 -1.511684 -3.277534 3.542162  -0.5363
H27 -0.978974 -5.498960 9.057927  0.3863
H28 -2.593751 -6.858306 7.774010  0.3792
H29 -3.128848 -6.268944 5.445633  0.4440
H30 -0.423098 -2.935580 5.683893  0.4136
H31 0.095081 -3.534305 8.013555  0.3943

Cartesian forces (eV/Å) of the 2 atoms listed first:
-0.8 0.2 -0.3
2.9 -0.1 1.0

* net charge: +1
* electronic energy: -78585.9024 eV